Entry 1:
A cluster of 2 separate species, C5H13NOS in total, computed with ωB97M-V/def2-TZVPD.

CARTESIAN COORDINATES (ANGSTROEM)
C1 0.4481 -2.0217 -1.3191
C2 1.7046 -1.8647 -0.5017
O1 2.1733 -2.7485 0.1990
N1 2.3967 -0.7276 -0.7170
H1 0.4335 -3.0148 -1.7670
H2 0.4864 -1.3240 -2.1575
H3 3.3082 -0.5023 -0.3576
H4 1.9375 0.0584 -1.1695
H5 -0.4296 -1.8121 -0.7175
C3 -1.2605 1.4169 -0.4131
C4 -2.1389 0.3720 0.2372
C5 0.1667 1.7370 2.0262
S1 -0.6302 2.7069 0.7079
H6 -0.4383 0.9516 -0.9563
H7 -1.8642 2.0342 -1.0786
H8 -1.5870 -0.5164 0.5395
H9 -3.0204 0.0363 -0.3441
H10 -0.5611 1.3308 2.7198
H11 0.7099 0.8670 1.6354
H12 0.9763 2.3793 2.3699
H13 -2.8110 0.6418 1.0641

## Properties
Total charge = -1
HOMO-LUMO gap (spin up / spin down) = 2.416 / 8.795 eV
Spin multiplicity = 2
LUMO energy (spin up / spin down) = 0.1225 / 0.1280 Ha
<S²> = 0.7507

=====

Entry 2:
A structure of composition C5H13NOS2, computed with ωB97M-V/def2-TZVPD.

CARTESIAN COORDINATES (ANGSTROEM)
C1 2.0258 0.0604 -0.5266
C2 1.0969 -2.2542 -0.1596
C3 -0.3603 -0.6570 -1.2002
C4 -2.8961 1.8164 0.2538
C5 0.7692 -0.8014 -0.2349
N1 -0.3698 1.8356 1.0371
O1 1.3102 -0.3277 2.3999
S1 -1.8176 2.2453 1.7024
S2 0.1523 -0.4190 1.4392
H1 1.8259 1.2190 -0.4474
H2 2.8869 -0.1437 0.2245
H3 2.3556 -0.1014 -1.6624
H4 0.3137 -3.0194 0.0988
H5 1.9826 -2.4740 0.5901
H6 1.6616 -2.5886 -1.0564
H7 -1.4015 -0.9089 -0.8205
H8 -0.5240 0.4199 -1.3947
H9 -0.0888 -1.2711 -2.2006
H10 -2.3810 2.1175 -0.5246
H11 -3.8473 2.3138 0.5521
H12 -3.1469 0.7595 0.4231
H13 0.4527 2.1791 1.5068

## Properties
Total charge = 0
HOMO-LUMO gap (spin up / spin down) = 7.331 / 7.613 eV
Spin multiplicity = 1
LUMO energy (spin up / spin down) = -0.0104 / -0.0083 Ha

=====

Entry 3:
A cluster of 2 separate species, C5H13NP in total, computed with ωB97M-V/def2-TZVPD.

CARTESIAN COORDINATES (ANGSTROEM)
C1 -3.8221 0.2261 -0.0142
C2 1.3747 0.6322 1.0811
C3 0.3438 0.8419 -1.0212
C4 1.9255 -1.0324 -0.5484
C5 -0.3379 -0.9950 0.5420
N1 0.8267 -0.2063 -0.0231
P1 -2.7462 1.4216 0.1745
H1 -3.5824 -0.8507 0.1538
H2 -4.6493 0.3212 -0.7883
H3 1.7540 -0.0872 1.8888
H4 2.1533 1.3441 0.8254
H5 0.4707 1.2051 1.5512
H6 -0.1530 1.6697 -0.3923
H7 1.3106 1.2845 -1.3956
H8 -0.3923 0.3988 -1.6642
H9 1.5665 -1.3300 -1.4308
H10 2.7989 -0.4040 -0.7905
H11 2.3857 -1.6870 0.2147
H12 -0.5362 -2.0083 0.1018
H13 -0.6911 -0.7443 1.5353

## Properties
Total charge = +1
HOMO-LUMO gap (spin up / spin down) = 8.355 / 7.979 eV
Spin multiplicity = 3
LUMO energy (spin up / spin down) = -0.1114 / -0.1937 Ha
<S²> = 2.0136

=====

In the order shown, the computed maximum force values come out to 1.92; 7.26; 4.22 eV/Å.
In the order shown, the computed energy above the lowest of the compared OMol25 structures with the same formula, charge and spin values come out to 53.7; 397.5; 78.1 kJ/mol.
In the order shown, the computed M values come out to 135.2; 167.3; 118.1 g/mol.